Formula: C19H41BBr2N2O
Source: the OMol25 dataset
Level of theory: ωB97M-V/def2-TZVPD

Properties
HOMO level	-5.849	eV
E	-166152.753	eV
orbital gap	0.18207	hartree

```
! RIJCOSX wB97M-V def2-TZVPD def2/J DEFGRID3
* xyz 0 1
C 1.920 0.896 -5.745
C 3.121 0.179 -4.935
C 3.352 0.919 -3.546
N 4.329 0.215 -2.657
B 3.705 -1.021 -2.000
C 3.191 -0.651 -0.474
C 2.458 -1.840 0.297
C 1.128 -2.363 -0.398
C -0.202 -1.648 0.095
O -1.257 -1.852 -0.902
C 4.756 -2.287 -1.843
Br 6.499 -1.849 -0.963
C 4.489 -3.598 -2.278
C 5.495 -4.830 -2.084
Br 2.787 -4.087 -3.207
H 1.810 0.381 -6.762
H 0.937 0.738 -5.207
H 2.125 2.010 -5.873
H 4.045 0.343 -5.584
H 2.895 -0.923 -4.841
H 2.365 1.167 -3.005
H 3.811 1.938 -3.798
H 4.531 0.918 -1.927
H 2.728 -1.295 -2.631
H 2.540 0.289 -0.430
H 4.144 -0.424 0.131
H 2.193 -1.460 1.343
H 3.177 -2.716 0.426
H 1.025 -3.468 -0.106
H 1.130 -2.332 -1.527
H -0.005 -0.530 0.091
H -0.607 -2.039 1.080
H -0.990 -2.556 -1.520
H 5.816 -5.145 -3.120
H 4.871 -5.664 -1.613
H 6.342 -4.594 -1.378
C -2.057 2.784 0.146
C -2.313 1.290 0.296
C -3.759 0.941 0.634
C -4.376 1.534 1.898
N -3.773 1.087 3.230
C -2.477 1.807 3.588
C -2.928 3.121 4.181
C -4.093 2.712 5.061
C -4.735 1.513 4.369
C -3.580 -0.408 3.267
H -2.369 3.356 1.024
H -0.991 2.968 -0.005
H -2.589 3.183 -0.722
H -1.631 0.855 1.031
H -2.059 0.806 -0.652
H -3.866 -0.148 0.644
H -4.382 1.275 -0.204
H -5.420 1.209 1.923
H -4.377 2.624 1.879
H -1.959 1.201 4.336
H -1.840 1.923 2.718
H -3.258 3.813 3.402
H -2.135 3.613 4.745
H -4.802 3.528 5.207
H -3.733 2.416 6.050
H -5.709 1.752 3.941
H -4.845 0.676 5.059
H -2.804 -0.680 2.552
H -4.529 -0.882 3.019
H -3.264 -0.693 4.271
*
```



Formula: C19H41CoF6N2O7
Source: the OMol25 dataset
Level of theory: ωB97M-V/def2-TZVPD

Properties
HOMO level (alpha / beta)	-4.541 / -4.437	eV
E	-91610.475	eV
orbital gap (alpha / beta)	0.25620 / 0.25235	hartree
<S²>	3.7558

```
! RIJCOSX wB97M-V def2-TZVPD def2/J DEFGRID3
* xyz -1 4
Co 0.092 0.395 0.014
C -2.380 2.892 0.230
O -3.406 2.848 -0.763
O -1.290 2.053 -0.130
C -1.944 4.357 0.706
F -0.692 4.614 1.026
F -2.170 5.169 -0.382
F -2.712 4.837 1.664
C -4.708 3.224 -0.378
C -5.572 2.655 -1.541
H -5.301 2.953 -2.554
H -5.543 1.568 -1.618
H -6.581 3.067 -1.546
H -4.799 4.304 -0.262
H -4.921 2.656 0.527
H -2.876 2.374 1.052
C -0.165 -0.818 2.911
O 0.011 0.539 3.150
O -0.360 -0.926 1.515
C 0.769 -1.771 3.704
F 1.972 -1.411 3.733
F 0.380 -1.808 4.991
F 0.651 -3.060 3.369
C -0.745 1.369 3.982
C -0.030 2.799 4.125
H -0.799 3.572 4.144
H 0.657 2.814 4.971
H 0.529 2.894 3.194
H -0.861 1.026 5.010
H -1.761 1.514 3.613
H -1.134 -0.990 3.380
C 2.361 2.819 -1.261
C 2.713 1.721 -0.257
C 2.206 2.143 1.137
O 2.192 0.435 -0.601
H 2.704 2.575 -2.267
H 2.795 3.751 -0.897
H 1.287 2.998 -1.226
H 3.798 1.672 -0.160
H 2.412 1.290 1.784
H 1.151 2.417 1.127
H 2.859 2.884 1.597
C 1.150 -3.974 -0.190
C 2.136 -2.805 -0.346
C 3.543 -2.904 0.274
O 4.386 -1.852 -0.138
C 5.521 -1.901 0.703
N 2.203 -2.556 -1.757
H 1.526 -4.797 -0.799
H 0.125 -3.733 -0.472
H 1.043 -4.266 0.855
H 1.586 -1.960 0.069
H 3.942 -3.906 0.117
H 3.330 -2.834 1.341
H 5.201 -1.673 1.719
H 6.247 -1.123 0.464
H 6.084 -2.832 0.755
H 1.286 -2.532 -2.179
H 2.509 -3.453 -2.107
C -2.778 -0.608 -1.651
C -1.481 -1.431 -1.882
C -1.498 -2.242 -3.172
O -0.335 -2.940 -3.232
C -0.190 -3.681 -4.440
N -0.420 -0.430 -1.939
H -2.905 0.330 -2.192
H -2.981 -0.292 -0.628
H -3.680 -1.127 -1.976
H -1.440 -2.118 -1.036
H -1.558 -1.671 -4.098
H -2.336 -2.938 -3.210
H -1.072 -4.240 -4.752
H 0.698 -4.310 -4.494
H -0.038 -2.932 -5.217
H -0.805 0.205 -2.623
H 0.214 -0.887 -2.579
*
```



Formula: C19H41N2O3PtSSi3
Source: the OMol25 dataset
Level of theory: ωB97M-V/def2-TZVPD

Properties
HOMO level (alpha / beta)	-16.712 / -16.712	eV
E	-67179.112	eV
orbital gap (alpha / beta)	0.13776 / 0.13774	hartree

```
! RIJCOSX wB97M-V def2-TZVPD def2/J DEFGRID3
* xyz 3 1
Pt 0.832 -0.273 -0.579
C -0.907 -3.406 -1.676
O -0.784 -1.977 -1.546
Si -1.624 -0.830 -2.401
C -1.313 -0.933 -4.249
C -3.475 -0.852 -2.109
C -0.725 0.641 -1.469
Si -1.742 1.349 0.055
C -0.581 2.427 1.108
C -2.224 -0.156 1.124
C -3.248 2.326 -0.505
Si 0.195 1.925 -2.637
C 1.355 2.964 -1.553
C -1.115 2.922 -3.538
C 1.345 0.923 -3.772
H -1.917 -3.723 -1.415
H -0.204 -3.879 -0.996
H -0.686 -3.714 -2.698
H -2.013 -1.662 -4.663
H -0.309 -1.269 -4.508
H -1.499 0.010 -4.762
H -3.892 -1.728 -2.612
H -3.958 0.024 -2.544
H -3.747 -0.916 -1.056
H 0.470 2.135 1.050
H -0.902 2.354 2.149
H -0.657 3.475 0.818
H -1.805 -1.098 0.766
H -3.310 -0.251 1.151
H -1.890 0.017 2.149
H -3.028 3.079 -1.260
H -3.632 2.848 0.376
H -4.045 1.688 -0.883
H 0.824 3.725 -0.984
H 2.052 3.485 -2.213
H 1.947 2.363 -0.854
H -1.626 3.616 -2.873
H -1.868 2.304 -4.028
H -0.617 3.516 -4.308
H 1.453 -0.118 -3.457
H 2.329 1.393 -3.790
H 0.977 0.920 -4.798
C 3.406 -1.793 -2.675
S 3.036 -1.415 -0.954
C 4.300 -0.179 -0.602
H 3.548 -0.886 -3.257
H 2.604 -2.404 -3.082
H 4.329 -2.377 -2.672
H 5.270 -0.666 -0.711
H 4.179 0.152 0.427
H 4.230 0.659 -1.293
O 1.566 0.985 7.402
C 0.288 0.469 7.166
N 0.387 -0.437 6.047
C 0.140 -0.027 4.785
O -0.356 1.033 4.463
C 0.474 -1.014 3.688
C 0.378 -2.398 3.772
C 0.590 -3.159 2.624
C 0.874 -2.518 1.437
N 0.961 -1.178 1.371
C 0.777 -0.442 2.464
H 1.572 1.587 8.152
H -0.445 1.244 6.933
H -0.083 -0.093 8.030
H 1.000 -1.226 6.186
H 0.114 -2.887 4.702
H 0.516 -4.237 2.656
H 1.038 -3.073 0.524
H 0.868 0.636 2.403
*
```



Formula: C19H42BClN5O5
Source: the OMol25 dataset
Level of theory: ωB97M-V/def2-TZVPD

Properties
HOMO level	-9.593	eV
E	-51264.178	eV
orbital gap	0.23242	hartree

```
! RIJCOSX wB97M-V def2-TZVPD def2/J DEFGRID3
* xyz 1 1
C -1.398 2.523 -1.528
C -0.240 1.599 -2.032
C -0.864 0.617 -3.068
C 0.154 -0.058 -4.014
N 0.667 -1.350 -3.531
N 1.318 -1.253 -2.301
C 0.782 -1.816 -1.126
C -0.533 -2.587 -0.870
N -1.323 -2.939 -2.030
C 1.717 -1.544 -0.167
C 1.709 -1.901 1.309
B 1.301 -0.567 2.128
O 0.000 -0.089 2.027
O 2.214 0.103 2.906
N 2.771 -0.822 -0.732
Cl 4.147 -0.299 0.073
C 2.474 -0.667 -2.033
C 3.407 0.088 -2.955
O 4.329 -0.769 -3.612
C 5.309 0.050 -4.285
O 5.500 -0.332 -5.604
C 4.723 0.419 -6.535
C 3.276 -0.166 -6.571
O 2.922 -0.411 -7.933
H -1.181 2.939 -0.534
H -2.336 1.939 -1.486
H -1.599 3.341 -2.241
H 0.537 2.249 -2.465
H 0.119 1.011 -1.169
H -1.529 -0.081 -2.536
H -1.521 1.231 -3.712
H -0.378 -0.277 -4.959
H 0.941 0.668 -4.294
H 1.275 -1.808 -4.205
H -1.123 -1.965 -0.174
H -0.314 -3.532 -0.344
H -1.567 -2.143 -2.601
H -0.875 -3.634 -2.614
H 2.674 -2.298 1.655
H 0.893 -2.631 1.441
H 0.041 0.879 2.001
H 3.026 -0.417 2.975
H 3.965 0.801 -2.316
H 2.845 0.677 -3.698
H 5.027 1.122 -4.240
H 6.275 -0.028 -3.753
H 4.680 1.496 -6.297
H 5.142 0.328 -7.548
H 2.538 0.502 -6.080
H 3.267 -1.134 -6.033
H 2.116 -0.941 -7.904
C -1.051 0.259 5.787
C -2.388 0.467 6.481
N -3.263 1.390 5.781
C -4.407 1.816 6.575
C -5.434 0.756 6.978
C -3.546 1.068 4.393
C -4.180 -0.293 4.085
H -0.545 1.210 5.611
H -0.401 -0.355 6.414
H -1.158 -0.257 4.830
H -2.179 0.871 7.475
H -2.863 -0.514 6.637
H -4.921 2.625 6.049
H -4.021 2.278 7.489
H -6.060 0.456 6.138
H -6.104 1.166 7.737
H -4.969 -0.135 7.402
H -2.610 1.138 3.830
H -4.174 1.856 3.967
H -3.698 -1.110 4.626
H -4.082 -0.509 3.018
H -5.245 -0.308 4.313
*
```



Formula: C19H42BF6N2O7P
Source: the OMol25 dataset
Level of theory: ωB97M-V/def2-TZVPD

Properties
HOMO level	-9.149	eV
E	-63964.543	eV
structure (SMILES)	CCOC(=O)CCCP(F)(COO)(B(O)CC)C(F)(F)C(F)(F)F.COC[C@@H](C)N.COC[C@@H](C)N
orbital gap	0.34783	hartree

```
! RIJCOSX wB97M-V def2-TZVPD def2/J DEFGRID3
* xyz 0 1
C 5.368 -3.735 -1.346
C 5.642 -2.242 -1.271
O 4.643 -1.565 -0.503
C 3.709 -0.902 -1.257
O 3.987 0.079 -1.907
C 2.340 -1.501 -1.151
C 1.240 -0.495 -1.465
C -0.062 -0.747 -0.718
P -0.933 -2.338 -1.049
F -0.156 -2.488 -2.599
C -0.120 -3.931 -0.560
O -0.179 -4.865 -1.626
O 1.144 -5.186 -2.042
B -2.566 -2.200 -2.086
O -3.137 -0.958 -2.181
C -3.193 -3.431 -2.826
C -2.974 -3.199 -4.344
C -1.847 -2.195 0.664
F -2.345 -0.926 0.801
F -0.972 -2.385 1.695
C -3.063 -3.140 0.910
F -2.947 -4.278 0.199
F -4.216 -2.528 0.540
F -3.160 -3.469 2.225
H 5.852 -4.133 -2.231
H 4.306 -3.919 -1.453
H 5.765 -4.271 -0.496
H 5.678 -1.836 -2.275
H 6.593 -2.080 -0.784
H 2.232 -1.812 -0.115
H 2.266 -2.386 -1.771
H 1.610 0.462 -1.108
H 1.106 -0.364 -2.526
H -0.750 0.042 -0.997
H 0.131 -0.626 0.340
H 0.922 -3.742 -0.349
H -0.543 -4.394 0.322
H 1.222 -4.718 -2.882
H -4.025 -0.945 -1.823
H -2.682 -4.332 -2.508
H -4.247 -3.516 -2.585
H -3.810 -3.567 -4.918
H -2.078 -3.726 -4.637
H -2.821 -2.148 -4.551
C 2.738 3.493 -0.214
O 1.860 3.199 -1.284
C 0.520 3.609 -1.100
C 0.247 5.092 -1.384
C 0.735 6.035 -0.288
N 0.807 5.523 -2.667
H 2.233 3.414 0.753
H 3.179 4.487 -0.319
H 3.547 2.763 -0.249
H -0.060 3.019 -1.815
H 0.172 3.328 -0.095
H -0.840 5.200 -1.444
H 1.810 6.198 -0.339
H 0.258 7.009 -0.395
H 0.493 5.649 0.705
H 0.386 4.983 -3.417
H 1.787 5.255 -2.684
C -0.022 2.548 4.876
O -0.445 1.556 3.962
C -1.546 0.773 4.382
C -2.921 1.428 4.186
C -3.247 2.515 5.206
N -3.079 1.976 2.837
H -0.134 2.214 5.911
H -0.567 3.485 4.733
H 1.034 2.742 4.685
H -1.512 -0.125 3.759
H -1.407 0.449 5.422
H -3.663 0.634 4.311
H -2.740 3.453 4.979
H -4.317 2.722 5.202
H -2.967 2.210 6.216
H -2.987 1.224 2.159
H -2.280 2.576 2.655
*
```



Formula: C19H42FeP2Si
Source: the OMol25 dataset
Level of theory: ωB97M-V/def2-TZVPD

Properties
HOMO level (alpha / beta)	-4.800 / -4.018	eV
E	-81216.811	eV
orbital gap (alpha / beta)	0.16632 / 0.11589	hartree
<S²>	6.1705

```
! RIJCOSX wB97M-V def2-TZVPD def2/J DEFGRID3
* xyz 0 5
P -0.345 -1.546 -2.597
P 0.623 1.888 -2.339
C -0.148 -0.367 -4.046
C 0.868 0.733 -3.764
H -1.163 0.029 -4.223
H 0.159 -0.946 -4.937
H 1.873 0.296 -3.645
H 0.866 1.389 -4.647
C -0.257 3.280 -3.103
H -0.138 4.175 -2.477
H -1.327 3.067 -3.236
H 0.192 3.463 -4.090
C 2.239 2.547 -1.909
H 2.541 3.229 -2.719
H 3.011 1.776 -1.826
H 2.180 3.117 -0.975
C -1.673 -2.747 -3.094
H -1.573 -3.709 -2.574
H -1.651 -2.970 -4.168
H -2.655 -2.339 -2.851
C 0.879 -2.815 -3.655
H 1.839 -2.328 -3.941
H 0.413 -3.153 -4.602
H 1.156 -3.734 -3.093
Fe 1.275 0.106 3.252
C -0.517 1.032 -1.327
C -1.342 -0.184 -1.811
C -2.094 -0.844 -0.684
C -1.172 -1.892 0.000
C -0.052 -2.377 -0.883
C 1.084 -1.635 -1.432
C 1.527 -0.376 -0.712
C 0.442 0.569 -0.216
C 1.177 -1.905 2.889
H -1.215 1.784 -0.900
H -2.094 0.191 -2.526
H -2.982 -1.340 -1.100
H -2.472 -0.106 0.032
H -0.782 -1.499 0.948
H -1.825 -2.750 0.266
H 0.057 -3.478 -0.915
H 1.964 -2.220 -1.733
H 2.245 0.145 -1.364
H 2.124 -0.653 0.166
H -0.134 0.145 0.592
H 0.896 1.443 0.271
H 1.824 -2.405 3.634
H 1.550 -2.122 1.873
H 0.148 -2.293 2.992
C -0.234 2.935 5.441
Si -0.382 1.230 4.652
C 0.909 0.114 5.488
C -2.153 0.615 5.044
C -0.219 1.317 2.790
H -1.014 3.091 6.199
H -0.344 3.703 4.665
H 0.753 3.053 5.909
H 0.317 -0.566 6.118
H 1.664 -0.522 4.974
H 1.472 0.768 6.166
H -2.887 1.248 4.509
H -2.301 -0.433 4.714
H -2.358 0.679 6.133
H 0.273 2.159 2.255
H -1.035 0.938 2.146
*
```



Formula: C19H42IrNO2P3S
Source: the OMol25 dataset
Level of theory: ωB97M-V/def2-TZVPD

Properties
HOMO level (alpha / beta)	-15.118 / -20.149	eV
E	-67466.737	eV
orbital gap (alpha / beta)	0.15518 / 0.18559	hartree
<S²>	8.7730

```
! RIJCOSX wB97M-V def2-TZVPD def2/J DEFGRID3
* xyz 4 6
Ir -0.896 -0.425 0.594
P -2.753 -1.634 -0.087
P 0.318 -1.801 2.056
P 0.318 -1.149 -1.104
H -0.234 2.180 1.223
C -0.277 1.624 0.282
C -1.571 1.429 -0.317
H -2.441 1.859 0.187
C -4.247 -1.081 0.771
C -2.636 -3.413 0.285
C -3.208 -1.390 -1.839
C 1.666 -0.667 2.557
C -0.456 -2.217 3.643
C 1.050 -3.426 1.607
C 0.054 -0.116 -2.578
C 0.214 -2.845 -1.789
C 2.104 -0.926 -0.781
H 0.593 1.750 -0.366
H -1.647 1.427 -1.406
H -4.416 -0.021 0.547
H -4.141 -1.216 1.853
H -5.099 -1.668 0.406
H -2.422 -3.547 1.354
H -1.850 -3.898 -0.305
H -3.601 -3.884 0.053
H -3.324 -0.313 -2.026
H -4.174 -1.883 -2.020
H -2.468 -1.798 -2.537
H 2.293 -1.165 3.306
H 1.206 0.228 2.994
H 2.283 -0.361 1.707
H 0.106 -3.033 4.116
H -1.494 -2.532 3.492
H -0.445 -1.344 4.306
H 1.459 -3.869 2.529
H 1.856 -3.352 0.869
H 0.271 -4.101 1.225
H 0.699 -0.480 -3.388
H 0.314 0.926 -2.366
H -0.990 -0.156 -2.905
H 0.985 -2.960 -2.567
H -0.765 -3.026 -2.249
H 0.387 -3.608 -1.020
H 2.677 -1.100 -1.701
H 2.465 -1.610 -0.006
H 2.276 0.105 -0.449
C 4.147 2.765 -3.741
C 5.473 3.090 -3.413
C 5.975 4.355 -3.703
C 5.169 5.315 -4.329
C 3.855 4.986 -4.690
C 3.343 3.717 -4.400
S 3.471 1.202 -3.382
H 4.249 0.882 -2.307
H 6.077 2.327 -2.928
H 7.006 4.596 -3.440
H 5.556 6.311 -4.541
H 3.214 5.712 -5.200
H 2.323 3.437 -4.669
N -3.270 1.320 5.303
C -3.065 1.750 3.893
C -2.588 0.469 3.235
O -2.993 -0.593 3.761
O -1.786 0.607 2.259
H -3.459 0.291 5.255
H -4.007 1.844 5.777
H -2.397 1.475 5.825
H -4.013 2.094 3.463
H -2.312 2.532 3.817
*
```